Record 1
This record from the Open Molecules 2025 dataset describes a 3-piece molecular cluster, C29H50ClN5O5 overall. The level of theory is ωB97M-V with the def2-TZVPD basis set.

Summary:
- HOMO: -0.3134 Ha
- Total charge: 0
- Largest force on an atom: 2.0 eV/Å
- SMILES: CCCNc1cc(CC(=O)O)c2nc(Cl)c(NCC)nc2c1CCCCNC(C)=O.CCOCC.CCOCC

Each line ends with the Mulliken charge.
Geometry (Å):
C  5.540  -2.917  -2.277  -1.42
C  4.494  -1.891  -1.737  0.26
C  3.059  -2.380  -1.935  -0.95
N  1.997  -1.562  -1.289  -0.05
C  2.410  -0.274  -0.862  0.17
C  2.735  0.002  0.496  -0.70
C  3.134  1.228  0.882  0.94
C  3.444  1.477  2.356  -1.23
C  2.160  1.857  3.120  0.48
O  2.191  2.205  4.275  -0.55
O  0.944  1.791  2.459  -0.44
C  3.278  2.286  -0.052  0.50
N  3.715  3.492  0.421  -0.64
C  3.830  4.350  -0.536  0.64
Cl  4.403  5.953  -0.077  -0.15
C  3.517  4.138  -1.919  -0.66
N  3.696  5.195  -2.864  -0.28
C  4.879  4.873  -3.699  -0.13
C  6.183  5.168  -2.938  -1.07
N  3.064  2.993  -2.341  -0.39
C  2.954  2.019  -1.385  -0.44
C  2.501  0.738  -1.784  -0.05
C  2.106  0.465  -3.232  -0.88
C  0.543  0.305  -3.254  -0.70
C  -0.107  0.743  -4.597  -0.68
C  -1.382  1.575  -4.274  -0.75
N  -2.254  0.857  -3.353  -0.07
C  -3.605  1.303  -3.368  0.58
C  -4.102  1.929  -2.060  -0.99
O  -4.311  1.160  -4.340  -0.59
H  5.605  -2.810  -3.366  0.35
H  5.315  -3.936  -1.950  0.36
H  6.508  -2.587  -1.880  0.38
H  4.715  -1.789  -0.666  0.20
H  4.708  -0.955  -2.266  0.14
H  2.982  -3.392  -1.512  0.50
H  2.835  -2.491  -3.009  0.25
H  1.530  -2.067  -0.549  0.39
H  2.627  -0.802  1.225  0.49
H  3.813  0.545  2.798  0.41
H  4.154  2.292  2.495  0.39
H  0.628  2.685  2.276  0.33
H  2.870  5.193  -3.456  0.37
H  4.862  5.430  -4.643  0.45
H  4.918  3.806  -3.978  0.22
H  6.351  6.244  -2.826  0.24
H  7.039  4.747  -3.484  0.39
H  6.193  4.676  -1.958  0.27
H  2.568  -0.451  -3.610  0.25
H  2.372  1.314  -3.868  0.59
H  0.188  1.012  -2.488  0.34
H  0.265  -0.710  -2.971  0.34
H  0.571  1.280  -5.268  0.42
H  -0.485  -0.156  -5.106  0.34
H  -1.872  1.804  -5.224  0.51
H  -1.007  2.536  -3.872  0.26
H  -1.940  0.926  -2.392  0.26
H  -3.582  2.874  -1.869  0.31
H  -5.188  2.013  -2.120  0.31
H  -3.861  1.254  -1.223  0.21
C  -5.946  -0.709  2.453  -0.88
C  -6.305  -0.990  1.004  -0.34
O  -5.193  -0.942  0.129  -0.40
C  -4.165  -1.886  0.375  -0.14
C  -4.620  -3.329  0.239  -1.18
H  -5.375  0.217  2.536  0.29
H  -6.848  -0.624  3.060  0.42
H  -5.335  -1.510  2.874  0.07
H  -6.995  -0.220  0.654  0.33
H  -6.829  -1.946  0.907  0.30
H  -3.710  -1.710  1.357  0.26
H  -3.392  -1.686  -0.369  0.28
H  -5.319  -3.607  1.029  0.27
H  -3.765  -4.004  0.301  0.40
H  -5.124  -3.484  -0.716  0.32
C  -4.687  -4.370  6.669  -1.03
C  -3.255  -4.689  6.273  -0.29
O  -2.845  -4.059  5.072  -0.43
C  -2.847  -2.643  5.083  0.02
C  -1.895  -2.040  6.103  -1.24
H  -5.367  -4.555  5.836  0.28
H  -4.992  -4.983  7.518  0.39
H  -4.800  -3.323  6.958  0.26
H  -3.168  -5.761  6.091  0.32
H  -2.561  -4.452  7.087  0.30
H  -3.866  -2.264  5.223  0.19
H  -2.533  -2.333  4.085  0.20
H  -2.226  -2.235  7.125  0.30
H  -1.835  -0.959  5.974  0.41
H  -0.897  -2.466  5.995  0.31

Record 2
This record from the Open Molecules 2025 dataset describes one molecule with the formula C4H10N2OS. The level of theory is ωB97M-V with the def2-TZVPD basis set.

Summary:
- HOMO: -0.3516 Ha
- Total charge: 0
- Largest force on an atom: 5.6 eV/Å
- SMILES: [H]/N=C(/NS)[C@H](C)CO

Each line ends with the natural charge from an NBO analysis.
Geometry (Å):
H  -1.175  -0.385  -2.013  0.34
N  -1.348  -1.327  -1.520  -0.66
C  -0.879  -0.809  -0.392  0.43
N  -1.073  -1.392  0.899  -0.76
S  0.386  -1.993  1.630  0.18
C  -0.026  0.567  -0.582  -0.30
C  1.405  -0.123  -0.957  -0.63
C  -0.319  1.763  0.335  -0.09
O  0.133  1.414  1.709  -0.72
H  -1.801  -2.090  0.767  0.40
H  0.331  -1.260  2.712  0.12
H  -0.343  0.941  -1.580  0.20
H  2.241  0.665  -1.076  0.21
H  1.344  -0.629  -1.876  0.22
H  1.642  -0.830  -0.050  0.23
H  -1.448  1.614  0.509  0.20
H  -0.107  2.742  -0.011  0.19
H  1.036  1.133  1.494  0.46

Record 3
This record from the Open Molecules 2025 dataset describes a 6-piece molecular cluster, C33H37F40N2O8 overall. The level of theory is ωB97M-V with the def2-TZVPD basis set.

Summary:
- HOMO: -0.1360 Ha
- Total charge: -1
- Largest force on an atom: 5.9 eV/Å

Each line ends with the Mulliken charge.
Geometry (Å):
C  -0.746  -1.406  -1.293  -0.57
N  -0.790  -0.155  -2.093  -0.07
C  -2.151  0.424  -1.930  -0.84
N  -2.304  1.793  -2.483  0.40
C  -3.750  2.027  -2.807  -0.75
C  -4.637  2.002  -1.453  -0.19
C  -6.168  2.363  -1.921  -0.37
O  -7.006  1.181  -1.800  -0.38
C  -6.775  0.362  -2.979  -0.51
C  -1.484  2.013  -3.712  -0.64
C  -0.194  2.876  -3.288  0.42
O  0.766  3.202  -4.063  -0.76
O  -0.139  3.348  -1.971  -0.70
H  0.187  -1.516  -0.635  0.19
H  -0.764  -2.352  -1.962  0.05
H  -1.654  -1.533  -0.586  0.24
H  -0.042  0.506  -1.847  0.15
H  -2.903  -0.337  -2.387  0.24
H  -2.349  0.512  -0.789  0.27
H  -4.083  1.228  -3.577  0.25
H  -3.923  3.073  -3.265  0.49
H  -4.265  2.882  -0.805  0.13
H  -4.615  1.004  -0.906  0.21
H  -6.571  3.145  -1.171  0.15
H  -6.187  2.840  -2.960  0.37
H  -6.989  0.935  -3.944  0.26
H  -7.519  -0.512  -2.909  0.24
H  -5.727  -0.098  -3.014  0.13
H  -1.245  1.069  -4.307  0.16
H  -2.119  2.680  -4.410  0.45
C  4.359  3.177  -3.415  -0.75
C  5.835  3.500  -3.734  0.95
C  6.569  2.497  -4.628  0.10
F  6.625  1.261  -4.097  -0.21
F  7.860  2.887  -4.812  -0.29
F  6.503  3.700  -2.570  -0.28
F  5.845  4.706  -4.380  -0.33
O  4.087  2.529  -2.163  -0.34
C  4.229  1.126  -2.107  0.68
C  5.369  0.682  -1.183  0.24
F  6.554  1.223  -1.542  -0.24
F  5.528  -0.667  -1.225  -0.27
F  4.341  0.635  -3.356  -0.29
F  3.058  0.650  -1.625  -0.21
H  3.850  4.140  -3.326  0.42
H  3.855  2.678  -4.247  0.31
H  6.097  2.430  -5.611  0.28
H  5.166  0.976  -0.150  0.19
C  -5.654  5.746  3.469  -0.81
C  -5.872  4.816  2.255  1.00
C  -6.057  3.328  2.567  0.07
F  -4.994  2.789  3.193  -0.20
F  -6.214  2.628  1.418  -0.19
F  -4.868  5.011  1.371  -0.24
F  -7.010  5.246  1.629  -0.35
O  -4.301  6.099  3.793  -0.41
C  -3.559  5.189  4.579  0.77
C  -2.379  4.570  3.819  0.21
F  -2.777  3.944  2.695  -0.18
F  -1.750  3.641  4.583  -0.25
F  -4.391  4.268  5.103  -0.28
F  -3.087  5.903  5.630  -0.31
H  -6.115  6.701  3.200  0.39
H  -6.207  5.412  4.351  0.34
H  -6.942  3.161  3.185  0.23
H  -1.654  5.338  3.537  0.20
C  3.665  -4.699  2.387  -0.74
C  2.981  -5.443  1.220  0.91
C  2.403  -4.564  0.108  0.09
F  1.454  -3.720  0.551  -0.22
F  1.812  -5.335  -0.843  -0.28
F  2.042  -6.279  1.724  -0.27
F  3.930  -6.247  0.654  -0.34
O  2.886  -4.473  3.572  -0.40
C  2.031  -3.349  3.582  0.84
C  0.545  -3.728  3.634  0.12
F  0.192  -4.530  2.608  -0.19
F  -0.234  -2.624  3.554  -0.23
F  2.336  -2.550  2.544  -0.20
F  2.351  -2.646  4.696  -0.37
H  4.473  -5.352  2.727  0.42
H  4.170  -3.787  2.056  0.36
H  3.187  -3.978  -0.377  0.30
H  0.312  -4.251  4.566  0.22
C  2.706  2.418  7.210  -0.74
C  4.216  2.725  7.323  0.90
C  4.786  3.707  6.294  0.09
F  4.645  3.279  5.027  -0.19
F  6.119  3.870  6.492  -0.28
F  4.901  1.557  7.319  -0.27
F  4.415  3.270  8.561  -0.33
O  2.325  1.223  6.514  -0.36
C  2.238  1.290  5.103  0.75
C  3.286  0.418  4.400  0.54
F  4.545  0.741  4.773  -0.24
F  3.226  0.578  3.056  -0.23
F  2.276  2.577  4.715  -0.28
F  1.003  0.842  4.785  -0.28
H  2.359  2.245  8.232  0.42
H  2.133  3.284  6.867  0.31
H  4.312  4.687  6.383  0.28
H  3.130  -0.639  4.631  -0.10
C  0.155  -5.644  -4.853  -0.89
C  -1.061  -4.798  -4.417  1.01
C  -1.641  -5.123  -3.036  0.38
F  -2.080  -6.394  -2.940  -0.25
F  -2.714  -4.335  -2.774  -0.27
F  -2.012  -4.866  -5.381  -0.29
F  -0.647  -3.497  -4.396  -0.29
O  -0.096  -6.772  -5.709  -0.42
C  -0.495  -7.980  -5.096  0.81
C  -1.927  -8.389  -5.464  0.18
F  -2.823  -7.431  -5.151  -0.20
F  -2.297  -9.506  -4.788  -0.26
F  -0.295  -7.897  -3.769  -0.27
F  0.366  -8.926  -5.543  -0.30
H  0.773  -4.984  -5.468  0.48
H  0.795  -5.913  -4.009  0.35
H  -0.903  -4.952  -2.249  0.03
H  -2.009  -8.588  -6.536  0.23

Record 4
This record from the Open Molecules 2025 dataset describes a 8-piece molecular cluster, C12H28Br8N4O8 overall. The level of theory is ωB97M-V with the def2-TZVPD basis set.

Summary:
- 2S+1: 2
- HOMO (spin up / spin down): -0.0532 / -0.1917 Ha
- Total charge: -1
- Largest force on an atom: 4.3 eV/Å
- ⟨S²⟩: 0.75

Each line ends with the natural charge from an NBO analysis.
Geometry (Å):
C  0.321  -3.485  -3.562  -0.50
N  -0.851  -2.848  -4.247  0.53
O  -0.820  -2.544  -5.447  -0.41
O  -1.792  -2.616  -3.526  -0.37
H  0.856  -4.018  -4.348  0.21
H  0.046  -4.106  -2.710  0.25
H  1.000  -2.735  -3.156  0.28
C  -1.756  4.020  -1.762  -0.50
N  -3.081  3.445  -1.461  0.53
O  -3.132  2.608  -0.594  -0.35
O  -4.034  3.989  -2.044  -0.40
H  -1.665  4.971  -1.236  0.24
H  -1.635  4.234  -2.824  0.23
H  -0.929  3.338  -1.565  0.24
C  -1.090  -0.662  -0.395  -0.48
N  0.174  -1.058  0.201  0.34
O  0.991  -1.493  -0.642  -0.72
O  0.381  -0.870  1.396  -0.67
H  -1.763  -1.406  0.030  0.19
H  -1.094  -0.760  -1.481  0.20
H  -1.378  0.358  -0.141  0.18
C  3.558  -1.791  2.818  -0.50
N  3.682  -2.189  4.232  0.52
O  2.769  -2.860  4.744  -0.39
O  4.617  -1.710  4.887  -0.40
H  2.556  -1.410  2.622  0.29
H  3.804  -2.656  2.201  0.23
H  4.309  -1.006  2.733  0.23
Br  3.939  -3.807  -3.066  -0.02
C  5.134  -2.561  -2.140  -0.44
C  4.334  -1.820  -1.108  -0.41
Br  5.366  -0.342  -0.195  -0.06
H  5.486  -1.891  -2.925  0.22
H  6.013  -3.098  -1.785  0.22
H  3.979  -2.506  -0.339  0.23
H  3.469  -1.385  -1.609  0.26
Br  -4.719  -0.669  0.241  0.01
C  -4.738  -0.503  -1.690  -0.46
C  -5.738  0.623  -2.089  -0.43
Br  -5.479  1.177  -3.974  -0.04
H  -4.921  -1.451  -2.195  0.23
H  -3.774  -0.098  -1.997  0.23
H  -5.551  1.542  -1.534  0.23
H  -6.763  0.364  -1.826  0.22
Br  -4.784  2.268  2.159  0.00
C  -3.382  2.036  3.494  -0.45
C  -2.104  1.575  2.847  -0.44
Br  -0.722  1.250  4.206  -0.01
H  -3.743  1.348  4.258  0.22
H  -3.075  2.956  3.990  0.21
H  -1.816  2.339  2.125  0.22
H  -2.297  0.655  2.295  0.24
Br  3.933  1.554  4.291  -0.05
C  2.437  2.001  3.010  -0.42
C  3.039  2.316  1.582  -0.43
Br  1.631  2.675  0.258  -0.05
H  1.920  2.860  3.438  0.22
H  1.731  1.172  2.957  0.26
H  3.526  1.451  1.133  0.24
H  3.627  3.227  1.467  0.22

Record 5
This record from the Open Molecules 2025 dataset describes one molecule with the formula C2H2N4O2. The level of theory is ωB97M-V with the def2-TZVPD basis set.

Summary:
- HOMO: -0.3919 Ha
- Total charge: 0
- Largest force on an atom: 7.0 eV/Å
- SMILES: [H]/N=c1/nnc(=O)o[nH]1

Each line ends with the natural charge from an NBO analysis.
Geometry (Å):
H  2.518  -0.485  -0.836  0.33
N  1.845  0.298  -1.261  -0.53
C  0.765  0.080  -0.581  0.41
N  -0.304  0.793  -1.168  -0.08
N  -1.412  1.132  -0.465  -0.14
C  -1.654  0.198  0.495  0.76
O  -2.797  -0.133  0.869  -0.51
O  -0.811  -0.652  0.927  -0.30
N  0.546  -0.361  0.795  -0.36
H  1.302  -0.870  1.224  0.42

Record 6
This record from the Open Molecules 2025 dataset describes C3H3HgO2 as an isolated structure. The level of theory is ωB97M-V with the def2-TZVPD basis set.

Summary:
- 2S+1: 2
- HOMO (spin up / spin down): -0.2936 / -0.3011 Ha
- Total charge: 0
- Largest force on an atom: 6.9 eV/Å
- ⟨S²⟩: 0.75

Each line ends with the natural charge from an NBO analysis.
Geometry (Å):
O  -0.260  1.053  0.142  -0.71
C  0.584  -1.309  -0.121  -0.12
C  -1.554  0.404  -0.062  -0.07
C  -0.379  -0.403  -0.008  -0.02
H  2.296  -1.567  0.046  0.57
H  -2.015  0.648  -1.023  0.19
H  -2.216  0.487  0.806  0.20
O  1.811  -0.658  0.191  -0.90
Hg  1.733  1.345  0.030  0.86

Record 7
This record from the Open Molecules 2025 dataset describes C5H6O2 as an isolated structure. The level of theory is ωB97M-V with the def2-TZVPD basis set.

Summary:
- HOMO: -0.3793 Ha
- Total charge: 0
- Largest force on an atom: 7.2 eV/Å

Each line ends with the natural charge from an NBO analysis.
Geometry (Å):
C  -0.168  0.432  0.582  0.04
C  -1.175  1.248  -0.195  -0.65
C  -0.141  -1.426  -0.046  0.75
C  1.391  -1.285  -0.131  -0.31
C  1.458  0.003  -0.073  -0.14
O  -0.656  -0.814  1.073  -0.48
O  -0.702  -2.253  -0.749  -0.54
H  0.191  0.991  1.450  0.19
H  2.033  -2.107  -0.391  0.24
H  2.079  0.827  -0.369  0.22
H  -0.698  2.132  -0.627  0.22
H  -1.974  1.595  0.467  0.23
H  -1.638  0.658  -0.992  0.23

Record 8
This record from the Open Molecules 2025 dataset describes C27H41O2Sb2W as an isolated structure. The level of theory is ωB97M-V with the def2-TZVPD basis set.

Summary:
- HOMO (spin up / spin down): -0.6238 / -0.6065 Ha
- Total charge: +3
- Largest force on an atom: 6.3 eV/Å

Each line ends with the Mulliken charge.
Geometry (Å):
W  -0.396  -0.385  -0.122  0.05
C  2.222  -0.090  2.928  -1.08
Sb  0.219  -0.669  2.412  0.82
C  0.077  -2.646  3.189  -1.33
C  -0.919  0.396  3.972  -1.33
C  -0.297  1.668  4.402  0.53
C  0.450  1.694  5.580  -0.77
C  1.035  2.867  6.023  -0.59
C  0.903  4.042  5.277  -0.70
C  0.172  4.036  4.107  -0.71
C  -0.455  2.868  3.660  0.91
C  -1.337  2.935  2.480  -1.45
Sb  -0.469  2.223  0.577  0.69
C  -1.915  3.234  -0.634  -1.20
C  1.378  3.307  0.609  -1.26
H  2.165  0.559  3.799  0.37
H  2.725  0.420  2.110  0.32
H  2.772  -0.994  3.186  0.52
H  0.519  -2.626  4.185  0.51
H  0.624  -3.350  2.565  0.44
H  -0.965  -2.949  3.267  0.42
H  -0.904  -0.334  4.781  0.77
H  -1.940  0.496  3.606  0.47
H  0.544  0.793  6.174  0.45
H  1.587  2.874  6.953  0.46
H  1.352  4.962  5.628  0.46
H  0.046  4.954  3.547  0.49
H  -1.569  3.969  2.223  0.73
H  -2.270  2.386  2.605  0.65
H  -1.717  4.304  -0.601  0.48
H  -2.895  3.032  -0.202  0.39
H  -1.890  2.887  -1.663  0.38
H  1.187  4.312  0.235  0.52
H  2.122  2.816  -0.014  0.37
H  1.724  3.361  1.639  0.41
C  2.105  -1.782  -6.969  -1.52
C  1.931  -1.556  -5.508  0.55
C  2.316  -2.516  -4.579  -0.67
C  2.164  -2.332  -3.218  0.53
C  2.723  -3.367  -2.288  -1.80
C  1.592  -1.117  -2.757  0.82
C  1.189  -0.106  -3.699  0.68
C  0.493  1.175  -3.313  -0.70
C  1.352  -0.366  -5.036  -0.98
C  1.343  -0.943  -1.358  0.13
O  1.340  0.208  -0.734  -0.50
O  0.758  -1.859  -0.614  -0.46
H  2.823  -2.573  -7.172  0.41
H  2.420  -0.871  -7.477  0.41
H  1.149  -2.079  -7.410  0.33
H  2.770  -3.437  -4.925  0.48
H  2.470  -4.365  -2.644  0.48
H  2.387  -3.267  -1.260  0.18
H  3.814  -3.300  -2.295  0.41
H  1.150  1.851  -2.767  0.23
H  -0.407  0.992  -2.697  -0.23
H  0.155  1.694  -4.209  0.49
H  1.016  0.371  -5.757  0.46
C  -2.262  -2.865  0.298  -1.32
C  -2.695  -1.629  -0.528  1.42
C  -2.080  -1.710  -1.962  -1.96
C  -4.219  -1.655  -0.695  -1.83
C  -2.309  -0.293  0.212  0.05
H  -2.621  -3.782  -0.171  0.52
H  -2.701  -2.816  1.296  0.30
H  -1.175  -2.958  0.390  0.25
H  -2.584  -2.516  -2.499  0.62
H  -1.020  -1.978  -2.012  0.73
H  -2.283  -0.799  -2.529  0.26
H  -4.522  -2.562  -1.217  0.48
H  -4.561  -0.796  -1.275  0.46
H  -4.712  -1.634  0.278  0.48
H  -3.194  0.186  0.618  0.63

Results for electronic energy: -61093.81764 -20170.16694 -162877.99788 -595567.96086 -12155.82063 -11421.28524 -9374.36408 -47628.97146 (in eV, following the order of the records).